Entry 1:
The following is a DFT calculation (ωB97M-V with the def2-TZVPD basis set) of the molecule C9H20NPS2 in a non-equilibrium geometry.

```
33
Properties=species:S:1:pos:R:3:forces:R:3
C -3.1394 -0.9258 -1.9245 -0.11 -0.05 0.22
C -2.1984 -0.2076 -0.9886 -0.31 0.31 0.37
C -2.1124 1.3021 -1.1023 -0.07 -0.07 -0.42
N -1.5574 -0.9012 -0.1398 0.49 -1.05 -0.50
P 0.0302 -0.4104 0.3315 0.03 1.24 0.04
C 1.0457 -1.8580 -0.1737 0.15 -0.30 0.07
C 1.9946 -1.6616 -1.3856 -0.04 0.07 0.08
C 1.9259 -0.3379 -2.1481 0.19 -0.09 -0.35
S 2.9661 0.8938 -1.3060 -0.03 0.03 0.16
C 0.1010 -0.5134 2.1658 -0.16 -0.23 0.08
C 1.1670 0.4721 2.6598 0.10 -0.09 -0.35
C 0.7330 1.9347 2.6379 -0.06 -0.06 0.03
S -0.8117 2.3069 3.5260 -0.03 0.11 0.14
H -3.7648 -1.6153 -1.3579 -0.03 0.01 -0.02
H -3.7573 -0.2556 -2.5188 -0.02 -0.02 0.02
H -2.5247 -1.5381 -2.5877 -0.05 0.03 -0.06
H -2.2082 1.7557 -0.1181 0.18 0.01 0.03
H -1.1624 1.6051 -1.5464 0.05 0.05 0.13
H -2.9163 1.6850 -1.7302 0.03 0.00 0.00
H 1.6420 -2.1323 0.7004 0.00 0.05 0.01
H 0.3938 -2.7147 -0.3590 -0.14 0.11 0.05
H 3.0270 -1.7744 -1.0444 0.00 -0.11 -0.05
H 1.8274 -2.4659 -2.1041 -0.03 0.02 0.02
H 2.3553 -0.4908 -3.1380 -0.06 -0.01 -0.02
H 0.9060 0.0224 -2.2850 0.00 0.04 0.22
H 2.5691 1.9824 -1.9766 -0.04 -0.01 -0.04
H -0.8898 -0.2573 2.5483 0.07 0.02 0.10
H 0.3399 -1.5158 2.5298 -0.12 -0.05 -0.11
H 1.5535 0.1787 3.6376 -0.19 0.08 0.09
H 2.0131 0.4126 1.9619 0.13 -0.01 0.17
H 0.6357 2.2756 1.6082 -0.03 0.03 0.03
H 1.4833 2.5557 3.1250 0.06 0.00 -0.07
H -1.6668 2.1934 2.5028 0.04 -0.07 -0.05
```
Forces are in eV/Å.

Output
- Kohn-Sham gap: 8.1 eV
- HOMO energy: -7.49 eV

***

Entry 2:
The following is a DFT calculation (ωB97M-V with the def2-TZVPD basis set) of the molecule C3H6N2O in a non-equilibrium geometry.

```
12
Properties=species:S:1:pos:R:3:forces:R:3
O -0.7232 -0.0040 -2.4600 1.61 -3.38 -1.15
N -0.1389 0.2379 -1.2055 -0.47 1.33 -0.63
C -0.0442 -0.7036 -0.3799 0.05 0.17 -1.75
C 0.4808 -0.4923 0.9181 1.15 1.06 2.91
C -0.2714 0.2415 2.0083 -1.36 -0.71 -1.09
N 0.8709 0.8896 1.3838 -0.58 -0.56 -0.86
H -0.3582 -0.9431 -2.8896 -1.31 3.26 1.89
H -0.2471 -1.6786 -0.7196 -0.49 -1.56 -0.16
H 1.1537 -1.2494 1.3406 -0.27 0.13 -0.57
H -0.1169 -0.2643 2.9349 0.40 0.42 0.89
H -1.3648 0.4793 1.8844 1.39 0.25 -0.38
H 0.6035 1.5221 0.6026 -0.12 -0.41 0.88
```
Forces are in eV/Å.

Output
- Relative energy (zero: lowest compared OMol25 entry of this formula, charge and spin): 443.1 kJ/mol
- Kohn-Sham gap: 10.1 eV
- HOMO energy: -9.29 eV

***

Entry 3:
The following is a DFT calculation (ωB97M-V with the def2-TZVPD basis set) of C22H50N2O3P2Pt as an isolated structure in a non-equilibrium geometry.

```
80
Properties=species:S:1:pos:R:3:forces:R:3
Pt 0.0000 0.0000 0.0000 -1.12 0.29 -3.05
C -0.5591 0.0347 -1.9123 -2.86 0.48 -7.76
O -0.8876 0.0592 -3.0354 1.84 -0.07 5.65
C 1.9359 -0.5298 -0.3601 4.85 -0.83 -4.47
O 3.0312 -0.7980 -0.6573 -4.03 1.16 1.00
P 0.5514 2.4298 -0.2248 0.72 5.20 -0.57
C 1.5818 3.1715 1.1502 0.27 -1.15 0.52
H 1.7896 4.2097 0.8680 -0.13 -0.26 -0.38
C 1.4268 2.9950 -1.7993 0.02 -1.30 -0.31
H 2.1452 2.1818 -1.9695 0.15 0.04 -0.21
C -0.9808 3.5166 -0.2006 -1.53 -0.89 0.39
H -1.4342 3.2541 0.7634 0.04 0.05 -0.02
C -2.5720 -2.5949 -0.1611 -0.54 1.70 -0.20
P -0.7168 -2.3968 0.0582 -1.86 -4.42 0.07
H -0.4694 -4.3796 1.4377 0.04 0.13 -0.51
H -2.9669 -2.0243 0.6888 0.01 -0.06 -0.05
C -0.0250 -3.5584 -1.2598 1.23 0.56 -0.46
H -0.7990 -4.3359 -1.3125 -0.32 0.22 0.38
C 0.5306 3.1158 -3.0432 -0.20 -0.42 -0.14
H 0.1707 4.1421 -3.1685 0.01 -0.21 0.10
H -0.3359 2.4527 -3.0177 0.26 0.21 -0.27
H 1.1185 2.8654 -3.9345 -0.06 0.13 0.22
C 2.2308 4.2893 -1.6240 0.34 0.42 0.79
H 2.3694 4.7646 -2.6028 -0.03 -0.27 0.15
H 3.2138 4.1010 -1.1906 -0.04 0.09 -0.06
H 1.7076 5.0002 -0.9776 0.17 0.01 -0.35
C -0.7518 5.0344 -0.2311 1.14 0.14 -0.13
H -0.0109 5.3693 0.5008 -0.22 0.08 -0.06
H -1.6954 5.5465 -0.0070 -0.08 -0.36 0.03
H -0.4314 5.3655 -1.2238 -0.09 -0.02 0.19
C -1.9722 3.1140 -1.3011 -0.37 0.18 0.01
H -2.9969 3.2800 -0.9492 0.19 -0.06 -0.08
H -1.8685 2.0622 -1.5733 -0.34 0.05 -0.02
H -1.8306 3.7159 -2.2054 -0.11 -0.22 0.30
C 0.8230 3.1730 2.4829 0.01 -0.04 0.05
H 0.2785 4.1067 2.6479 -0.03 -0.23 0.04
H 1.5286 3.0412 3.3116 -0.12 0.22 -0.11
H 0.0995 2.3508 2.5257 -0.22 0.01 0.17
C 2.9146 2.4235 1.2839 0.14 0.06 -0.32
H 2.7512 1.4046 1.6490 0.20 0.55 -0.09
H 3.5652 2.9425 1.9978 -0.10 -0.14 -0.15
H 3.4455 2.3484 0.3307 0.07 0.10 0.09
C -3.1275 -4.0241 -0.0855 0.60 -0.72 0.14
H -2.5407 -4.6762 0.5682 -0.23 -0.04 -0.08
H -3.1751 -4.4819 -1.0782 0.13 0.09 0.09
H -4.1509 -3.9934 0.3076 0.21 0.20 -0.02
C -3.0622 -1.9092 -1.4439 0.08 -0.13 -0.07
H -2.6486 -2.3905 -2.3368 -0.28 0.03 0.16
C 0.9934 -2.9968 2.1973 0.13 -0.76 0.03
H -2.7867 -0.8537 -1.4685 -0.29 0.06 0.03
H -4.1542 -1.9823 -1.5037 0.22 0.07 0.03
C -1.4782 -2.9743 2.7122 -0.10 0.01 0.08
H 0.9621 -2.1578 2.8997 -0.31 -0.54 0.21
H 1.3961 -3.8697 2.7247 -0.11 0.22 0.02
H 1.6908 -2.7291 1.3985 -0.20 -0.70 0.21
C -0.4105 -3.3089 1.6634 0.25 0.97 0.52
H -1.0665 -3.1151 3.7186 -0.12 -0.05 -0.19
H -2.3640 -3.6085 2.6178 0.12 0.17 0.03
H -1.8023 -1.9308 2.6261 -0.02 -0.01 0.20
C 1.3121 -4.2314 -0.9073 -0.19 0.15 0.26
H 2.1150 -3.4909 -0.8308 0.02 -0.08 -0.13
H 1.5858 -4.9271 -1.7096 -0.09 0.15 0.12
H 1.2795 -4.7949 0.0267 -0.01 -0.03 -0.11
C 0.0786 -2.9179 -2.6496 -0.25 0.10 0.04
H -0.8016 -2.3190 -2.8871 0.17 -0.36 -0.20
H 0.1746 -3.7069 -3.4055 0.01 0.21 0.13
H 0.9577 -2.2713 -2.7269 0.09 -0.10 -0.02
H 0.4137 -0.4406 1.8070 -1.68 -0.18 2.02
H 0.6286 0.3761 1.7597 -1.62 2.31 1.84
C 4.1702 -2.3560 1.6099 1.10 -1.14 -0.50
N 3.5843 -1.4277 2.5593 -3.00 2.00 -0.74
C 2.4505 -0.6428 2.4640 3.70 -0.39 4.61
N 2.1806 0.1413 3.5571 -0.18 -0.89 -1.28
O 1.6299 -0.6341 1.3928 5.62 -2.28 2.90
H 3.6170 -2.4923 0.6814 -0.04 0.26 0.37
H 4.2461 -3.3561 2.0860 0.02 0.62 -0.15
H 5.1934 -2.0128 1.3503 -0.59 -0.19 0.18
H 4.1332 -1.3516 3.4295 -0.54 0.27 -0.43
H 1.3522 0.7391 3.6415 0.52 -0.35 -0.13
H 2.8052 0.1341 4.3766 -0.41 -0.11 -0.57
```
Forces are in eV/Å.

Output
- Kohn-Sham gap (alpha / beta): 7.5 / 4.1 eV
- HOMO energy (alpha / beta): -20.08 / -21.72 eV
- 2S+1: 5
- Net charge: +4

***

| no. | total energy (eV) |
| --- | --- |
| 1 | -42106.035 |
| 2 | -8232.106 |
| 3 | -54518.806 |